Record 1
Density functional theory data (the ωB97M-V functional and the def2-TZVPD basis) for a structure of composition C24H26BrGeIrN5O5S.

Geometry (Å):
1 Ir -0.0987 -0.6161 -0.2884
2 N 1.9072 -0.5316 -1.3709
3 C 2.9247 0.1087 -0.5208
4 C 2.3036 0.9290 0.5882
5 O 2.8363 1.8766 1.0872
6 N 1.0475 0.4224 1.0468
7 C 0.4360 1.0886 2.1118
8 C -1.0436 1.5650 1.5748
9 O -1.2943 2.7223 1.7322
10 O -1.7026 0.5778 1.1001
11 H 2.2494 -1.3982 -1.7698
12 H 1.6516 0.1276 -2.1326
13 H 3.5789 0.7655 -1.0903
14 H 3.5400 -0.6515 -0.0363
15 H 1.0093 1.9330 2.4775
16 H 0.1336 0.4051 2.9115
17 C -3.9219 0.8015 -4.0022
18 N -2.9534 -0.1560 -3.4726
19 C -2.6526 -0.3065 -2.1967
20 N -3.2443 0.3776 -1.2508
21 S -1.4614 -1.5753 -1.8293
22 H -3.6589 1.0162 -5.0340
23 H -3.8657 1.7388 -3.4492
24 H -4.9356 0.4033 -3.9614
25 H -2.5228 -0.8004 -4.1177
26 H -3.9560 1.0551 -1.4800
27 H -2.8349 0.4288 -0.3135
28 Ge -0.9563 -2.1064 1.5625
29 C 0.4216 -3.4660 1.7327
30 C 1.6161 -3.4854 1.0154
31 C 2.5646 -4.4720 1.2546
32 C 2.3208 -5.4448 2.2135
33 C 1.1314 -5.4349 2.9305
34 C 0.1819 -4.4495 2.6931
35 C -2.6954 -2.8154 1.1395
36 C -3.8262 -2.2233 1.6991
37 C -5.0895 -2.7401 1.4323
38 C -5.2235 -3.8520 0.6122
39 C -4.0982 -4.4512 0.0550
40 C -2.8384 -3.9324 0.3153
41 H -1.0893 -1.3877 2.9128
42 H 1.8134 -2.7269 0.2639
43 H 3.4923 -4.4823 0.6967
44 H 3.0588 -6.2134 2.4034
45 H 0.9421 -6.1957 3.6768
46 H -0.7435 -4.4542 3.2596
47 H -3.7242 -1.3595 2.3476
48 H -5.9660 -2.2821 1.8730
49 H -6.2061 -4.2618 0.4157
50 H -4.2040 -5.3266 -0.5733
51 H -1.9643 -4.4107 -0.1157
52 Br -4.2422 5.1511 -1.4248
53 C -2.8314 4.4400 -2.4539
54 C -2.6564 4.8435 -3.7713
55 N -1.6896 4.3582 -4.5484
56 C -0.8762 3.4387 -4.0286
57 C -0.9986 2.9627 -2.7287
58 C -1.9917 3.4908 -1.9133
59 C -0.1479 1.8275 -2.2643
60 O 0.8273 1.4630 -2.9171
61 O -0.6026 1.2639 -1.1842
62 H -3.3181 5.5802 -4.2118
63 H -0.0944 3.0520 -4.6705
64 H -2.0878 3.1697 -0.8838

Values from the calculation:
energy	-6733.33107	Eh
net charge	+1
⟨S²⟩	6.021
gap between HOMO and LUMO (alpha / beta)	8.3 / 5.7	eV
energy relative to the best compared isomer or geometry (same formula, charge and spin)	25.8	kcal per mole
highest occupied orbital energy (alpha / beta)	-11.403 / -11.842	eV
multiplicity	5

Results of the Mulliken charge analysis, in e, for atoms 1 through 8: number 1, Ir, carries 2.558; number 2, N, carries -0.691; number 3, C, carries -0.433; number 4, C, carries 0.356; number 5, O, carries -0.556; number 6, N, carries -0.550; number 7, C, carries -0.727; number 8, C, carries 0.583

***

Record 2
Density functional theory data (the ωB97M-V functional and the def2-TZVPD basis) for a structure of composition C24H26CdCl2NO3 in a non-equilibrium geometry.

Geometry (Å):
1 C 2.3616 -0.1754 2.6023
2 C 2.4030 -0.8774 1.3758
3 C 2.0400 0.0144 0.3415
4 H 2.6520 -1.9166 1.2562
5 C 1.8071 1.2752 0.9289
6 C 2.0078 1.1585 2.3153
7 H 1.4696 2.1565 0.4146
8 C -1.1207 -1.7789 2.9731
9 C -0.0237 -2.4961 2.4676
10 C -0.1187 -2.4998 1.0592
11 H 0.7683 -2.9377 3.0486
12 C -1.2678 -1.7782 0.6712
13 C -1.8845 -1.3388 1.8723
14 H 1.9753 -0.2150 -0.7084
15 H 1.8366 1.9365 3.0386
16 H 2.5762 -0.5826 3.5759
17 H -2.7676 -0.7308 1.9425
18 H 0.5882 -2.9541 0.3886
19 H -1.3249 -1.5676 4.0094
20 Cd 0.1772 -0.2509 1.7439
21 C -1.7988 -1.5702 -0.7315
22 C -3.3072 -1.8414 -0.7111
23 C -1.1164 -2.5202 -1.7106
24 H -3.5017 -2.8518 -0.3539
25 H -3.7251 -1.7322 -1.7064
26 H -3.8198 -1.1503 -0.0436
27 H -1.3071 -3.5582 -1.4432
28 H -0.0378 -2.3652 -1.7204
29 H -1.4959 -2.3561 -2.7130
30 C -1.5018 -0.1140 -1.1126
31 C -2.0396 0.4080 -2.4275
32 H -0.4172 0.0264 -1.1192
33 H -1.8585 0.5471 -0.3237
34 O -2.9469 -0.1062 -3.0730
35 N -1.4385 1.5508 -2.8718
36 C -0.2519 2.1811 -2.3405
37 H -1.7628 1.8458 -3.7793
38 C 1.0656 1.6034 -2.8064
39 C 2.2473 2.2272 -2.4099
40 H 2.2014 3.0985 -1.7682
41 C 3.4771 1.7368 -2.8157
42 H 4.3847 2.2330 -2.4987
43 C 3.5465 0.6042 -3.6182
44 H 4.5067 0.2168 -3.9309
45 C 2.3766 -0.0279 -4.0077
46 H 2.4193 -0.9115 -4.6307
47 C 1.1432 0.4711 -3.6063
48 H 0.2356 -0.0233 -3.9243
49 H -0.2796 2.1555 -1.2522
50 H -0.2926 3.2367 -2.6101
51 Cl -1.5873 0.7648 6.3953
52 C -1.4139 2.0705 5.1962
53 Cl 0.0013 3.0672 5.6161
54 C -1.2352 1.4851 3.8337
55 O -2.0915 1.7530 2.8757
56 O -0.2137 0.6948 3.5976
57 H -2.3223 2.7073 5.2279

Values from the calculation:
energy	-2298.73326	Eh
net charge	-1
gap between HOMO and LUMO	6.7	eV
energy relative to the best compared isomer or geometry (same formula, charge and spin)	0.0	kcal per mole
highest occupied orbital energy	-3.962	eV

Results of the Mulliken charge analysis, in e, for atoms 1 through 8: number 1, C, carries -0.089; number 2, C, carries -1.529; number 3, C, carries -0.097; number 4, H, carries 0.538; number 5, C, carries 0.096; number 6, C, carries -1.405; number 7, H, carries 0.364; number 8, C, carries -1.076

***

Record 3
Density functional theory data (the ωB97M-V functional and the def2-TZVPD basis) for a cluster of 2 separate species, C24H26ClF4NO10PS in total in a non-equilibrium geometry.

Geometry (Å):
1 C 3.8586 -1.7359 -3.0217
2 C 2.4492 -1.2391 -2.7532
3 O 2.2727 -0.3046 -2.0026
4 O 1.4069 -1.8600 -3.3932
5 C 0.7730 -2.8135 -2.5110
6 C -0.6993 -2.9445 -2.8291
7 C -1.5513 -3.3159 -1.5840
8 C -1.4537 -2.1321 -0.6462
9 C -0.7712 -2.1165 0.4899
10 C 0.0148 -3.2837 1.0411
11 C -0.8337 -4.3555 1.7544
12 C -0.1273 -5.7327 1.5442
13 C -0.4794 -6.7393 2.6091
14 O -1.2915 -7.6052 2.4082
15 O 0.1362 -6.6141 3.8394
16 C -0.7701 -0.8212 1.2487
17 O -0.8095 -0.7758 2.4616
18 C -0.7502 0.4174 0.3815
19 C -0.0405 1.5398 0.7359
20 C 0.7453 1.5394 2.0338
21 C -0.0473 1.9477 3.3119
22 C -1.4722 2.4166 3.0727
23 F 0.7024 2.9093 3.9870
24 C -0.0556 2.6184 -0.1462
25 C 0.7551 3.8529 0.2228
26 O 0.4426 4.3378 1.5385
27 C 1.4378 5.1071 2.0268
28 F 1.0080 5.6944 3.1388
29 F 2.5289 4.3920 2.3724
30 F 1.8245 6.0514 1.1749
31 C -0.7366 2.5939 -1.3362
32 P -0.7412 3.9629 -2.5667
33 S 0.1174 3.3136 -4.2250
34 C -1.4569 1.4531 -1.6673
35 Cl -2.3373 1.3199 -3.1507
36 C -1.4526 0.3948 -0.8156
37 C -2.1784 -0.8980 -1.1188
38 O -3.2541 -0.9711 -1.6692
39 H 4.0234 -1.7468 -4.1024
40 H 4.5930 -1.0616 -2.5887
41 H 4.0236 -2.7228 -2.5826
42 H 0.9544 -2.4567 -1.4934
43 H 1.3142 -3.7671 -2.5981
44 H -0.8897 -3.6185 -3.6664
45 H -1.0297 -1.9549 -3.1666
46 H -1.1287 -4.2182 -1.1410
47 H -2.5969 -3.4663 -1.8511
48 H 0.8253 -2.9148 1.6738
49 H 0.4987 -3.7779 0.1931
50 H -1.8577 -4.3933 1.3869
51 H -0.8243 -4.1886 2.8343
52 H -0.3541 -6.0895 0.5389
53 H 0.9453 -5.5043 1.5316
54 H 1.0263 -6.9798 3.7774
55 H 1.6411 2.1519 1.9452
56 H 1.0815 0.5147 2.1882
57 H -0.0738 1.0718 3.9629
58 H -2.0110 1.5919 2.6035
59 H -1.4722 3.2500 2.3714
60 H -1.9291 2.6939 4.0219
61 H 0.5824 4.6479 -0.4982
62 H 1.8150 3.5832 0.1442
63 H -2.0527 4.3484 -2.8905
64 H -0.0079 5.0776 -2.1358
65 N -1.0687 7.5911 -1.6040
66 O -1.6202 6.9923 -2.5548
67 O -1.3673 8.7603 -1.3379
68 O -0.2037 6.9823 -0.9183

Values from the calculation:
energy	-3336.46625	Eh
net charge	-1
gap between HOMO and LUMO	6.0	eV
highest occupied orbital energy	-5.191	eV

Results of the Mulliken charge analysis, in e, for atoms 1 through 8: number 1, C, carries -1.063; number 2, C, carries 0.771; number 3, O, carries -0.470; number 4, O, carries -0.418; number 5, C, carries 0.085; number 6, C, carries -0.833; number 7, C, carries -0.815; number 8, C, carries 0.864

***

Record 4
Density functional theory data (the ωB97M-V functional and the def2-TZVPD basis) for the molecule C24H26ClN7O3.

Geometry (Å):
1 C 0.9043 2.0889 5.6176
2 H 1.7699 1.6145 6.0950
3 O -0.0594 1.1350 5.2529
4 C 0.4348 0.1742 4.3465
5 C -0.6751 -0.8344 4.0273
6 N -1.5848 -0.4052 2.9909
7 C -1.2139 -0.2273 1.6982
8 N -2.1611 0.3425 0.9319
9 C -1.9518 0.6465 -0.3251
10 N -3.0267 1.1866 -0.9800
11 H -3.1062 0.9839 -1.9646
12 H -3.8831 1.1157 -0.4495
13 C -0.6900 0.4698 -0.9615
14 C -0.3634 0.9568 -2.2546
15 N 0.7568 0.6408 -2.8855
16 C 1.6008 -0.1450 -2.2242
17 C 1.4606 -0.5973 -0.9196
18 C 0.2824 -0.2817 -0.2289
19 C 0.0054 -0.6472 1.1230
20 C 0.9624 -1.4114 1.7988
21 N 1.7724 -2.0412 2.3233
22 C 2.6906 -1.3745 -0.5741
23 C 3.5063 -1.3186 -1.8540
24 O 4.5820 -1.8189 -2.0792
25 N 2.7999 -0.5611 -2.7561
26 C 3.2141 -0.3220 -4.1211
27 C 2.5324 -1.3000 -5.0423
28 C 1.3788 -0.9437 -5.7269
29 C 0.7247 -1.8601 -6.5305
30 C 1.2296 -3.1453 -6.6416
31 C 2.3735 -3.5226 -5.9564
32 C 3.0189 -2.5965 -5.1575
33 H 3.9062 -2.8818 -4.6121
34 H 2.7520 -4.5285 -6.0477
35 Cl 0.4177 -4.2957 -7.6469
36 H -0.1702 -1.5837 -7.0659
37 H 0.9857 0.0558 -5.6217
38 H 4.2988 -0.4559 -4.1490
39 H 2.9480 0.7048 -4.3807
40 H 3.2602 -0.9420 0.2506
41 H 2.4860 -2.4122 -0.3050
42 N -1.2153 1.7754 -2.9572
43 H -1.7381 2.4481 -2.4170
44 H -0.7846 2.1463 -3.7921
45 C -2.8862 0.0756 3.4016
46 H -3.2117 -0.4864 4.2781
47 H -3.5938 -0.0938 2.5892
48 C -2.8829 1.5676 3.7454
49 O -4.1791 1.9201 4.1775
50 C -4.2726 3.2624 4.5730
51 H -5.3000 3.4233 4.8936
52 H -3.5910 3.4811 5.4047
53 H -4.0387 3.9408 3.7422
54 H -2.6060 2.1491 2.8526
55 H -2.1464 1.7645 4.5373
56 H -0.2229 -1.7883 3.7505
57 H -1.2528 -0.9795 4.9411
58 H 1.2897 -0.3573 4.7887
59 H 0.7853 0.6690 3.4291
60 H 1.2525 2.6557 4.7450
61 H 0.4250 2.7645 6.3232

Values from the calculation:
energy	-1999.42510	Eh
structure (SMILES)	COCCN(CCOC)c1nc(N)c2c(N)nc3c(c2c1C#N)CC(=O)N3Cc1ccc(Cl)cc1
net charge	0
gap between HOMO and LUMO	8.1	eV
energy relative to the best compared isomer or geometry (same formula, charge and spin)	0.0	kcal per mole
highest occupied orbital energy	-7.828	eV

Results of the Mulliken charge analysis, in e, for atoms 1 through 8: number 1, C, carries -0.814; number 2, H, carries 0.323; number 3, O, carries -0.297; number 4, C, carries -0.446; number 5, C, carries -1.425; number 6, N, carries 0.248; number 7, C, carries 0.057; number 8, N, carries -0.289